A 2-piece molecular cluster, H3PS2 overall at a distorted geometry. Source: OMol25; level of theory: the ωB97M-V functional and the def2-TZVPD basis.

Each atom is followed by the atoms it is bonded to, with distances in Å.
Geometry (Å):
1 P 0.191 -0.636 -2.595  S2 1.922, H3 1.337
2 S -1.699 -0.299 -2.674  P1 1.922
3 H 0.597 0.569 -3.005  P1 1.337
4 S 0.391 0.616 3.183  H5 1.449, H6 1.383
5 H 0.395 0.481 1.741  S4 1.449
6 H 0.125 -0.731 3.350  S4 1.383

## Properties
F_max (Eh/bohr): 0.04712
Kohn-Sham gap (eV): 7.4
Energy above the lowest of the compared OMol25 structures with the same formula, charge and spin (eV): 1.473
2S+1: 1
Charge: 0
SMILES: P=S.S

=====

A 2-piece molecular cluster, H3PS5 overall at a distorted geometry. Source: OMol25; level of theory: the ωB97M-V functional and the def2-TZVPD basis.

Each atom is followed by the atoms it is bonded to, with distances in Å.
Geometry (Å):
1 S -4.103 1.503 -0.543  P2 2.015
2 P -3.135 -0.253 -0.751  S1 2.015, S3 1.997
3 S -2.819 -0.987 1.079  P2 1.997, H4 1.334
4 H -1.915 -1.846 0.604  S3 1.334
5 S 0.706 -1.280 0.500  S6 2.090, H8 1.407
6 S 0.153 0.561 -0.321  S5 2.090, S7 2.167
7 S 0.066 1.886 1.392  S6 2.167, H9 1.396
8 H 2.047 -0.961 0.216  S5 1.407
9 H -1.304 1.775 1.635  S7 1.396

## Properties
F_max (Eh/bohr): 0.06631
Kohn-Sham gap (eV): 7.7
Energy above the lowest of the compared OMol25 structures with the same formula, charge and spin (eV): 1.075
2S+1: 1
Charge: 0
SMILES: S=PS.SSS

=====

A 2-piece molecular cluster, H3S3 overall. Source: OMol25; level of theory: the ωB97M-V functional and the def2-TZVPD basis.

Each atom is followed by the atoms it is bonded to, with distances in Å.
Geometry (Å):
1 S -1.609 -0.617 0.441  H2 1.345, S4 2.080
2 H -2.468 -1.635 0.252  S1 1.345
3 S 2.076 0.697 0.392  H5 1.324, H6 1.449
4 S -0.526 -0.685 -1.334  S1 2.080
5 H 1.598 1.901 0.665  S3 1.324
6 H 0.929 0.339 -0.417  S3 1.449

## Properties
F_max (Eh/bohr): 0.01207
Kohn-Sham gap (eV): 6.3
Energy above the lowest of the compared OMol25 structures with the same formula, charge and spin (eV): 0.131
2S+1: 1
Charge: -1

=====

A 2-piece molecular cluster, H3S3 overall. Source: OMol25; level of theory: the ωB97M-V functional and the def2-TZVPD basis.

Each atom is followed by the atoms it is bonded to, with distances in Å.
Geometry (Å):
1 S -2.216 -0.842 -0.443  H2 1.351, S4 2.082
2 H -2.385 -1.948 0.313  S1 1.351
3 S 2.295 1.522 1.157  H5 1.346, H6 1.361
4 S -0.163 -0.697 -0.761  S1 2.082
5 H 2.831 1.861 -0.029  S3 1.346
6 H 1.204 0.873 0.670  S3 1.361

## Properties
F_max (Eh/bohr): 0.00773
Kohn-Sham gap (eV): 5.9
Energy above the lowest of the compared OMol25 structures with the same formula, charge and spin (eV): 0.132
2S+1: 1
Charge: -1

=====

A 2-piece molecular cluster, H3S3 overall. Source: OMol25; level of theory: the ωB97M-V functional and the def2-TZVPD basis.

Each atom is followed by the atoms it is bonded to, with distances in Å.
Geometry (Å):
1 S 0.397 -0.672 1.950  H2 1.358, S4 2.090
2 H 0.961 -0.014 0.905  S1 1.358
3 S 0.483 1.128 -1.223  H5 1.344
4 S -1.437 -0.719 0.949  S1 2.090, H6 1.422
5 H 0.395 0.452 -2.381  S3 1.344
6 H -0.798 -0.174 -0.199  S4 1.422

## Properties
F_max (Eh/bohr): 0.00581
Kohn-Sham gap (eV): 7.0
Energy above the lowest of the compared OMol25 structures with the same formula, charge and spin (eV): 0.201
2S+1: 1
Charge: -1

=====

A 20-piece molecular cluster, H40O20 overall at a distorted geometry. Source: OMol25; level of theory: the ωB97M-V functional and the def2-TZVPD basis.

Each atom is followed by the atoms it is bonded to, with distances in Å.
Geometry (Å):
1 O 1.813 -0.463 -1.470  H2 0.912, H3 0.879
2 H 2.326 -1.006 -0.947  O1 0.912
3 H 2.041 0.376 -1.344  O1 0.879
4 O -0.435 2.858 2.438  H5 1.095, H6 0.999
5 H -0.298 3.124 3.491  O4 1.095
6 H 0.528 2.879 2.169  O4 0.999
7 O -1.522 4.655 -0.651  H8 0.928, H9 1.037
8 H -0.671 4.996 -0.515  O7 0.928
9 H -2.154 5.037 0.078  O7 1.037
10 O 1.626 -1.994 3.672  H11 0.947, H12 1.004
11 H 0.977 -2.174 4.338  O10 0.947
12 H 1.995 -2.921 3.778  O10 1.004
13 O -1.075 1.933 -1.424  H14 0.940, H15 1.009
14 H -1.098 1.570 -2.290  O13 0.940
15 H -1.795 2.607 -1.634  O13 1.009
16 O 0.975 1.668 -0.056  H17 0.960, H18 0.900
17 H 0.403 2.233 -0.580  O16 0.960
18 H 0.325 1.437 0.522  O16 0.900
19 O -3.650 2.666 -0.120  H20 0.969, H21 0.966
20 H -3.137 3.487 -0.139  O19 0.969
21 H -3.815 2.692 0.832  O19 0.966
22 O -0.601 -4.153 3.784  H23 0.904, H24 0.998
23 H -0.329 -3.669 4.498  O22 0.904
24 H -1.212 -3.525 3.305  O22 0.998
25 O -3.198 -1.486 4.792  H26 0.922, H27 0.913
26 H -2.698 -0.825 5.196  O25 0.922
27 H -2.631 -1.848 4.176  O25 0.913
28 O -1.345 -3.742 -0.682  H29 0.952, H30 0.898
29 H -1.540 -2.849 -0.414  O28 0.952
30 H -1.892 -3.963 -1.360  O28 0.898
31 O 2.918 -1.594 0.283  H32 1.048, H33 1.058
32 H 2.936 -0.947 1.107  O31 1.048
33 H 2.238 -2.361 0.546  O31 1.058
34 O 3.675 -2.381 -3.104  H35 0.892, H36 0.975
35 H 3.310 -2.653 -2.337  O34 0.892
36 H 3.237 -2.803 -3.865  O34 0.975
37 O -2.555 1.401 -4.425  H38 0.828, H39 0.879
38 H -3.235 1.505 -3.964  O37 0.828
39 H -2.394 2.236 -4.647  O37 0.879
40 O 1.301 -3.542 0.665  H41 1.000, H42 0.893
41 H 0.790 -2.710 0.879  O40 1.000
42 H 0.738 -3.914 0.079  O40 0.893
43 O 2.260 3.014 -1.865  H44 0.971, H45 0.923
44 H 2.853 2.821 -2.609  O43 0.971
45 H 2.331 2.351 -1.227  O43 0.923
46 O -2.650 -1.126 -1.642  H47 1.004, H48 0.980
47 H -2.674 -0.128 -1.532  O46 1.004
48 H -1.842 -1.104 -2.198  O46 0.980
49 O -1.585 -2.331 2.229  H50 0.902, H51 0.960
50 H -2.433 -2.146 1.984  O49 0.902
51 H -1.437 -3.155 1.759  O49 0.960
52 O 1.716 -0.453 -5.114  H53 0.902, H54 0.883
53 H 2.539 -0.117 -5.269  O52 0.902
54 H 1.526 -0.290 -4.268  O52 0.883
55 O 2.724 4.723 0.978  H56 0.926, H57 0.930
56 H 2.558 4.711 0.067  O55 0.926
57 H 3.207 3.960 1.201  O55 0.930
58 O 0.267 -1.127 0.945  H59 1.008, H60 0.964
59 H -0.457 -0.999 1.634  O58 1.008
60 H 0.223 -0.441 0.269  O58 0.964

## Properties
F_max (Eh/bohr): 0.22423
Kohn-Sham gap (eV): 9.4
Energy above the lowest of the compared OMol25 structures with the same formula, charge and spin (eV): 8.137
2S+1: 1
Charge: 0

=====

Question: What is the charge in the third record?
Answer: -1

=====

Question: Number 2 is which compound?
Answer: H3PS5